Model w:
16
Properties=species:S:1:pos:R:3:mulliken_charge:R:1 method="wB97M-V/def2-TZVPD" e_lumo_ev=0.644 homo_ev=-9.522
O 1.392 -0.689 -1.005 -0.31
N -1.325 0.680 0.321 -0.53
N 2.143 0.141 -0.158 -0.41
C 0.261 -0.334 -0.290 1.27
C 1.408 1.188 0.302 -0.59
C 0.020 1.017 -0.241 0.07
C 0.189 -1.155 0.889 -1.06
C -1.199 -0.304 -0.814 -0.94
H -1.840 -1.293 -0.684 0.25
H -1.490 0.093 -1.757 0.34
H -1.035 -1.509 1.250 0.20
H 2.061 2.005 0.694 0.39
H 0.717 -2.112 0.387 0.30
H -1.991 1.612 0.276 0.31
H 0.877 -1.027 1.846 0.24
H -0.189 1.687 -1.014 0.49


Model x:
16
Properties=species:S:1:pos:R:3:mulliken_charge:R:1 method="wB97M-V/def2-TZVPD" e_lumo_ev=0.869 homo_ev=-8.232 smiles="CN/N=C1/CC=CO1"
O 0.385 -0.975 -0.139 -0.31
N -2.277 0.477 -0.338 -0.43
N -1.052 1.026 -0.040 -0.31
C 2.561 0.059 -0.068 -0.53
C -2.333 -0.863 0.176 -0.78
C 1.779 -1.098 -0.026 -0.10
C 1.448 1.249 0.116 -0.05
C 0.083 0.377 0.148 0.16
H -1.639 -1.517 -0.276 0.35
H -2.435 -0.856 1.438 0.24
H -2.986 1.172 0.348 0.33
H 1.276 1.831 -1.040 0.22
H 1.931 1.836 1.077 0.26
H 2.504 -1.926 -0.140 0.38
H 3.670 -0.236 0.289 0.25
H -3.328 -1.375 -0.023 0.30


Model y:
16
Properties=species:S:1:pos:R:3:mulliken_charge:R:1 method="wB97M-V/def2-TZVPD" e_lumo_ev=0.771 homo_ev=-9.359 smiles="C/C=N/[C@H]1C(=O)N1C"
O -2.072 -0.274 1.549 -0.64
N -0.184 -1.962 -0.487 -0.55
N -1.694 0.039 -0.845 -0.12
C -1.901 -0.524 0.359 0.39
C -1.904 1.408 -1.247 -0.70
C 0.717 -1.164 -0.023 0.39
C -1.491 -1.499 -0.690 -0.16
C 2.043 -1.520 0.456 -1.08
H -1.025 2.080 -0.940 0.24
H 2.280 -1.004 1.392 0.30
H 0.406 -0.097 0.042 0.29
H -2.809 1.796 -0.617 0.25
H 2.201 -2.558 0.537 0.33
H -2.056 -2.066 -1.368 0.51
H -2.008 1.712 -2.270 0.32
H 2.838 -1.111 -0.371 0.23


Model z:
16
Properties=species:S:1:pos:R:3:mulliken_charge:R:1 method="wB97M-V/def2-TZVPD" e_lumo_ev=0.198 homo_ev=-9.170 smiles="O=NN1CC=CCC1"
O -0.673 2.057 -1.937 -0.39
N -0.659 1.147 0.123 0.30
N -1.422 1.810 -0.902 -0.17
C 1.319 -0.436 -0.668 -0.37
C 0.867 0.954 0.001 -0.65
C -1.460 0.034 0.740 -0.41
C -0.497 -1.209 0.674 -0.42
C 0.807 -1.595 0.123 -0.60
H 0.842 -0.589 -1.579 0.27
H -0.820 -2.009 1.214 0.42
H 1.420 -2.410 0.353 0.45
H 1.328 1.985 -0.498 0.24
H 0.870 0.900 1.203 0.37
H 2.416 -0.466 -0.875 0.37
H -1.875 -0.012 1.986 0.23
H -2.463 -0.162 0.042 0.33


Referenced to the most stable arrangement, the calculated values in eV are model w 5.369; model x 3.095; model y 0.000; model z 3.502.


Model w:
16
Properties=species:S:1:pos:R:3:mulliken_charge:R:1 method="wB97M-V/def2-TZVPD" e_lumo_ev=0.755 homo_ev=-8.571
O -1.674 -0.358 1.031 -0.65
N 1.923 -1.070 1.440 -0.45
N -0.951 -2.051 -0.889 -0.12
C 1.289 -0.200 1.044 0.05
C 0.417 0.832 0.539 0.48
C 1.135 1.670 -0.515 -1.42
C -0.844 0.119 -0.019 0.15
C -0.385 -0.901 -1.039 -0.67
H -0.734 -2.812 -1.521 0.25
H 2.111 1.984 -0.137 0.41
H -1.120 -0.920 1.605 0.36
H -1.668 -2.246 -0.180 0.23
H -1.436 0.852 -0.561 0.42
H 1.282 1.075 -1.421 0.34
H 0.541 2.556 -0.757 0.37
H 0.113 1.471 1.380 0.27


Model x:
16
Properties=species:S:1:pos:R:3:mulliken_charge:R:1 method="wB97M-V/def2-TZVPD" e_lumo_ev=-1.244 homo_ev=-8.027
O 0.953 -0.772 0.485 -0.39
N 2.441 1.088 0.659 -0.65
N 0.438 1.166 -0.389 -0.63
C -2.166 0.744 -0.903 -1.18
C -0.443 -0.803 0.196 0.51
C 1.432 0.516 0.198 0.53
C -1.157 -2.162 0.084 -0.90
C -0.797 0.379 -0.421 0.44
H -1.694 -2.301 1.048 0.28
H -2.171 0.847 -2.029 0.26
H -3.040 0.166 -0.593 0.37
H 0.022 2.415 0.771 0.25
H -0.472 -3.012 -0.222 0.30
H -2.595 1.598 -0.475 0.34
H 2.978 0.459 1.455 0.28
H -2.017 -1.816 -0.657 0.21


Referenced to the most stable arrangement, the calculated values in eV are model w 0.000; model x 3.460.


Model w:
16
Properties=species:S:1:pos:R:3:mulliken_charge:R:1 method="wB97M-V/def2-TZVPD" e_lumo_ev=0.702 homo_ev=-8.671
O 0.521 2.827 -0.824 -0.22
N -0.703 2.380 -1.315 -0.40
N -1.210 -1.968 1.186 -0.57
C 0.536 -0.586 0.303 -0.25
C 1.259 1.758 -0.247 -0.53
C 0.341 0.569 -0.258 0.52
C -0.827 1.132 -1.045 -0.34
C -0.320 -1.845 0.081 -0.68
H -1.790 -1.108 1.309 0.27
H 1.359 -0.624 1.044 0.30
H -1.719 0.580 -1.265 0.44
H 2.099 1.463 -0.902 0.24
H 1.592 2.081 0.707 0.31
H 0.411 -2.686 0.087 0.30
H -0.822 -1.865 -0.906 0.35
H -0.727 -2.107 2.045 0.25


Model x:
16
Properties=species:S:1:pos:R:3:mulliken_charge:R:1 method="wB97M-V/def2-TZVPD" e_lumo_ev=0.052 homo_ev=-9.073
O -2.058 0.224 -0.075 -0.14
N 2.119 0.172 0.137 -0.65
N -1.484 1.435 -0.087 -0.45
C -1.293 -0.784 0.142 0.12
C -0.101 -0.803 -0.943 -0.79
C 0.617 0.213 0.056 0.48
C -0.315 -0.485 1.244 -0.86
C -0.144 1.575 -0.029 -0.37
H 0.335 2.423 -0.481 0.38
H -0.697 0.526 1.780 0.35
H 0.170 -1.949 -1.182 0.34
H -0.715 -0.544 -1.919 0.24
H -1.851 -1.784 0.180 0.48
H 0.209 -1.447 1.824 0.28
H 2.438 1.558 0.410 0.28
H 2.771 -0.333 -1.056 0.30


Referenced to the most stable arrangement, the calculated values in eV are model w 0.000; model x 6.773.